(1)
{
  "formula": "C5H10N3",
  "method": "ωB97M-V with the def2-TZVPD basis set",
  "species": ["C", "C", "C", "C", "C", "N", "N", "N", "H", "H", "H", "H", "H", "H", "H", "H", "H", "H"],
  "xyz": [[0.06, -1.34, -1.09], [1.57, -0.34, 0.96], [2.01, -0.60, -0.55], [0.25, 0.07, 0.64], [2.39, 0.66, 1.89], [1.36, -1.05, -1.50], [-0.43, -0.80, -0.07], [-4.67, 0.97, -1.59], [-0.33, -2.13, -1.70], [1.72, -1.34, 1.37], [3.04, -0.71, -0.79], [-0.37, 0.85, 1.09], [1.91, 0.73, 2.87], [2.29, 1.62, 1.53], [3.51, 0.37, 1.93], [-4.89, 1.76, -0.98], [-5.24, 0.19, -1.56], [-4.17, 1.08, -2.45]],
  "lumo_energy_ev": -6.73,
  "charge": 1,
  "e_homo_ha": -0.4334,
  "orbital_gap_ev": 5.1,
  "de_lowest_ev": 4.769
}


(2)
{
  "formula": "C65H151N9O25VZr",
  "method": "ωB97M-V with the def2-TZVPD basis set",
  "species": ["O", "V", "O", "Zr", "C", "C", "O", "H", "H", "H", "H", "H", "C", "C", "C", "O", "H", "H", "H", "H", "H", "H", "H", "C", "O", "O", "O", "C", "O", "O", "O", "C", "C", "C", "O", "C", "N", "H", "H", "H", "H", "H", "H", "H", "H", "H", "H", "H", "C", "O", "C", "C", "N", "C", "C", "O", "C", "H", "H", "H", "H", "H", "H", "H", "H", "H", "H", "H", "H", "H", "H", "H", "C", "O", "C", "C", "N", "C", "C", "O", "C", "H", "H", "H", "H", "H", "H", "H", "H", "H", "H", "H", "H", "H", "H", "H", "C", "O", "C", "C", "N", "C", "C", "O", "C", "H", "H", "H", "H", "H", "H", "H", "H", "H", "H", "H", "H", "H", "H", "H", "C", "O", "C", "C", "N", "C", "C", "O", "C", "H", "H", "H", "H", "H", "H", "H", "H", "H", "H", "H", "H", "H", "H", "H", "C", "O", "C", "C", "N", "C", "C", "O", "C", "H", "H", "H", "H", "H", "H", "H", "H", "H", "H", "H", "H", "H", "H", "H", "C", "O", "C", "C", "N", "C", "C", "O", "C", "H", "H", "H", "H", "H", "H", "H", "H", "H", "H", "H", "H", "H", "H", "H", "C", "C", "C", "C", "C", "C", "N", "O", "C", "C", "C", "H", "H", "H", "H", "H", "H", "H", "H", "H", "H", "H", "H", "H", "H", "H", "H", "H", "H", "H", "C", "C", "C", "C", "C", "C", "N", "O", "C", "C", "C", "H", "H", "H", "H", "H", "H", "H", "H", "H", "H", "H", "H", "H", "H", "H", "H", "H", "H", "H"],
  "xyz": [[6.43, -4.28, -2.71], [4.96, -4.52, -2.22], [4.49, -6.01, -2.67], [1.16, -3.95, -0.12], [-0.26, -0.57, -1.39], [1.23, -0.59, -1.04], [1.52, -1.72, -0.29], [-0.90, -0.31, -0.56], [-0.58, -1.54, -1.79], [-0.48, 0.12, -2.20], [1.46, 0.40, -0.65], [1.79, -0.72, -1.96], [-2.64, -5.95, 0.32], [-2.39, -4.40, 0.26], [-3.11, -3.72, 1.43], [-1.04, -4.08, 0.25], [-2.22, -6.65, -0.41], [-3.68, -6.25, 0.44], [-2.27, -6.41, 1.24], [-2.79, -4.08, -0.70], [-2.87, -2.68, 1.65], [-2.85, -4.35, 2.28], [-4.20, -3.76, 1.40], [4.30, -4.28, 0.97], [5.00, -4.68, 0.03], [4.96, -4.10, 1.95], [3.05, -4.11, 0.88], [1.48, -4.86, -2.50], [0.67, -3.95, -2.22], [1.32, -5.64, -1.59], [2.41, -4.21, -2.00], [0.61, -2.01, -6.65], [0.19, -2.51, -5.26], [-1.28, -2.19, -4.86], [-2.18, -2.40, -5.98], [-3.53, -2.27, -5.66], [0.35, -3.98, -5.51], [1.61, -2.42, -6.80], [0.76, -0.93, -6.72], [-0.14, -2.25, -7.40], [0.86, -1.95, -4.61], [-1.34, -1.13, -4.59], [-1.37, -2.66, -3.88], [-3.86, -2.96, -4.89], [-4.24, -2.47, -6.46], [-3.82, -1.25, -5.40], [-0.14, -4.19, -6.37], [-0.07, -4.40, -4.70], [1.34, -7.18, 1.11], [1.07, -5.77, 1.39], [0.94, -5.64, 2.86], [0.27, -4.27, 3.19], [0.83, -3.12, 2.35], [0.10, -1.90, 2.68], [0.05, -1.51, 4.23], [1.47, -1.53, 4.62], [1.60, -0.88, 5.88], [0.91, -7.45, 0.14], [1.13, -7.89, 1.91], [2.39, -7.18, 0.81], [1.78, -5.89, 3.51], [0.26, -6.38, 3.27], [0.58, -4.10, 4.22], [-0.78, -4.53, 3.26], [1.70, -2.91, 2.82], [-0.97, -1.93, 2.51], [0.53, -1.07, 2.11], [-0.64, -2.11, 4.83], [-0.32, -0.49, 4.15], [1.00, -1.36, 6.64], [1.30, 0.16, 6.04], [2.63, -0.87, 6.23], [-3.02, -1.07, 7.03], [-3.68, -2.02, 6.24], [-3.69, -1.81, 4.81], [-3.89, -0.38, 4.31], [-2.86, 0.61, 4.51], [-2.88, 1.76, 3.62], [-1.84, 2.72, 4.23], [-2.20, 3.28, 5.52], [-1.46, 4.54, 5.84], [-3.40, -0.06, 6.86], [-1.96, -1.05, 6.77], [-3.04, -1.31, 8.09], [-4.34, -2.52, 4.29], [-2.73, -2.12, 4.41], [-4.89, -0.07, 4.62], [-4.10, -0.55, 3.26], [-2.99, 1.12, 5.37], [-3.86, 2.23, 3.61], [-2.61, 1.43, 2.61], [-1.87, 3.56, 3.53], [-0.86, 2.24, 4.20], [-0.56, 4.43, 5.24], [-1.15, 4.62, 6.88], [-1.89, 5.50, 5.56], [2.60, 3.49, -4.91], [2.13, 4.11, -3.65], [2.64, 3.50, -2.46], [2.32, 4.34, -1.24], [3.27, 5.43, -1.17], [3.12, 6.42, -0.08], [2.53, 7.79, -0.58], [3.37, 8.74, -1.19], [4.08, 8.22, -2.33], [2.39, 2.42, -4.92], [3.66, 3.76, -4.99], [2.01, 3.90, -5.73], [3.72, 3.57, -2.61], [2.37, 2.48, -2.20], [2.32, 3.64, -0.40], [1.31, 4.72, -1.42], [3.28, 5.90, -2.06], [4.16, 6.54, 0.22], [2.54, 6.08, 0.77], [2.30, 8.36, 0.32], [1.68, 7.66, -1.24], [4.87, 8.96, -2.49], [3.52, 8.02, -3.24], [4.70, 7.35, -2.10], [4.09, -4.48, -5.45], [4.33, -3.79, -4.26], [4.55, -2.38, -4.66], [5.21, -1.63, -3.62], [4.75, -2.19, -2.34], [5.69, -1.70, -1.22], [5.48, -0.28, -0.80], [6.29, 0.63, -1.52], [6.04, 2.04, -1.19], [3.95, -5.55, -5.32], [4.95, -4.39, -6.10], [3.19, -4.23, -6.02], [3.58, -1.93, -4.85], [5.14, -2.14, -5.55], [5.07, -0.56, -3.73], [6.30, -1.67, -3.65], [3.75, -2.11, -2.26], [6.71, -2.00, -1.47], [5.36, -2.24, -0.33], [5.77, -0.20, 0.25], [4.40, -0.19, -0.69], [5.01, 2.13, -0.85], [6.08, 2.60, -2.12], [6.72, 2.46, -0.44], [1.16, 7.58, 5.05], [0.33, 7.16, 4.03], [0.60, 7.70, 2.77], [-0.33, 7.13, 1.67], [-0.03, 5.71, 1.34], [-1.11, 5.21, 0.51], [-0.93, 3.78, 0.18], [-0.83, 3.05, 1.43], [-0.09, 1.81, 1.29], [0.74, 7.50, 6.06], [1.50, 8.60, 4.93], [2.09, 7.07, 4.82], [1.62, 7.45, 2.50], [0.32, 8.76, 2.76], [-0.05, 7.76, 0.82], [-1.38, 7.38, 1.83], [0.08, 5.22, 2.22], [-1.36, 5.93, -0.27], [-1.99, 5.30, 1.15], [0.02, 3.66, -0.35], [-1.77, 3.43, -0.42], [0.30, 1.31, 2.18], [0.84, 1.90, 0.74], [-0.66, 0.98, 0.89], [-2.57, -8.92, -3.48], [-2.62, -7.62, -4.01], [-2.46, -6.63, -3.02], [-3.01, -5.28, -3.69], [-4.38, -5.46, -4.28], [-5.38, -5.48, -3.25], [-6.85, -5.53, -3.81], [-7.84, -5.61, -2.79], [-9.11, -4.92, -3.05], [-1.60, -9.18, -3.05], [-2.71, -9.59, -4.32], [-3.35, -9.10, -2.73], [-1.45, -6.50, -2.63], [-3.09, -6.96, -2.20], [-2.24, -5.02, -4.42], [-2.90, -4.43, -3.02], [-4.31, -6.36, -4.72], [-5.17, -4.77, -2.45], [-5.27, -6.44, -2.75], [-6.93, -6.41, -4.45], [-7.05, -4.61, -4.37], [-9.41, -5.15, -4.07], [-9.04, -3.85, -2.84], [-9.95, -5.22, -2.43], [-5.66, 3.27, -1.53], [-5.96, 2.07, -2.51], [-4.95, 2.12, -3.72], [-3.62, 1.45, -3.37], [-3.79, 0.06, -2.99], [-4.78, -0.13, -1.77], [-6.00, 0.71, -1.97], [-6.94, 0.57, -0.94], [-5.00, -1.64, -1.53], [-4.00, 0.32, -0.55], [-7.36, 2.34, -3.13], [-6.18, 3.26, -0.57], [-5.68, 4.27, -1.95], [-4.60, 3.15, -1.29], [-5.15, 2.01, -4.79], [-4.72, 3.17, -3.85], [-3.07, 2.10, -2.68], [-3.05, 1.56, -4.29], [-2.85, -0.49, -2.96], [-4.48, -0.37, -3.71], [-5.59, -1.90, -0.65], [-5.47, -2.21, -2.33], [-4.00, -2.02, -1.32], [-4.58, 0.23, 0.37], [-3.11, -0.30, -0.47], [-3.63, 1.34, -0.62], [-8.12, 1.75, -2.62], [-7.54, 1.79, -4.06], [-7.63, 3.39, -3.28], [-6.42, 0.95, -0.22], [4.84, 0.65, 4.29], [4.50, 2.02, 3.68], [2.94, 2.12, 3.57], [2.33, 3.43, 3.80], [3.04, 4.22, 5.01], [4.60, 4.37, 4.81], [5.11, 3.00, 4.60], [6.45, 2.98, 4.59], [4.92, 5.50, 3.74], [5.11, 4.83, 6.17], [4.98, 2.11, 2.22], [4.43, -0.07, 3.59], [4.36, 0.58, 5.27], [5.90, 0.41, 4.37], [2.58, 1.69, 2.64], [2.50, 1.44, 4.30], [1.25, 3.37, 3.93], [2.48, 4.03, 2.91], [2.90, 3.77, 5.99], [2.72, 5.24, 5.22], [5.79, 5.30, 3.11], [4.18, 5.60, 2.95], [5.13, 6.42, 4.29], [4.44, 5.43, 6.79], [5.33, 4.09, 6.94], [5.94, 5.52, 6.22], [6.05, 1.90, 2.13], [4.66, 3.12, 1.96], [4.56, 1.34, 1.56], [6.48, 3.38, 3.71]],
  "lumo_energy_ev": 1.60,
  "charge": -1,
  "e_homo_ha": -0.1723,
  "orbital_gap_ev": 6.3
}


(3)
{
  "formula": "CH4FOPS",
  "method": "ωB97M-V with the def2-TZVPD basis set",
  "species": ["C", "P", "O", "S", "H", "H", "H", "F", "H"],
  "xyz": [[-0.69, 1.66, -0.21], [-0.76, -0.14, 0.24], [0.62, -0.62, 0.45], [-2.41, -1.10, 0.21], [-0.77, 1.91, 0.88], [0.16, 2.01, -0.69], [-1.72, 1.97, -0.66], [2.80, -3.25, 0.10], [2.76, -2.44, -0.31]],
  "lumo_energy_ev": -0.49,
  "e_homo_ha": -0.3754,
  "orbital_gap_ev": 9.7,
  "de_lowest_ev": 1.873
}


(4)
{
  "formula": "C3H3BrOS",
  "method": "ωB97M-V with the def2-TZVPD basis set",
  "species": ["C", "C", "O", "C", "S", "Br", "H", "H", "H"],
  "xyz": [[0.83, 0.20, 1.19], [0.34, 1.52, 0.65], [-0.77, 1.93, 0.83], [1.39, 2.22, -0.23], [0.95, 3.79, -0.96], [2.99, 1.44, -0.78], [1.27, 0.23, 2.08], [-0.08, -0.38, 1.17], [1.48, -0.15, 0.37]],
  "lumo_energy_ev": -2.04,
  "e_homo_ha": -0.3429,
  "orbital_gap_ev": 7.3,
  "de_lowest_ev": 0.822
}


(5)
{
  "formula": "H4NOPS2",
  "method": "ωB97M-V with the def2-TZVPD basis set",
  "species": ["N", "P", "O", "S", "S", "H", "H", "H", "H"],
  "xyz": [[0.83, -0.71, 0.50], [-0.60, 0.03, -0.05], [-0.33, -0.23, -1.59], [-2.37, -0.65, 0.51], [-0.36, 2.14, 0.10], [1.43, -1.12, -0.27], [1.19, -0.55, 1.33], [-1.38, -0.40, -2.04], [-1.62, 2.43, -0.63]],
  "lumo_energy_ev": 0.28,
  "e_homo_ha": -0.3256,
  "orbital_gap_ev": 9.1,
  "de_lowest_ev": 0.968
}


(6)
{
  "formula": "C3H5NO2",
  "method": "ωB97M-V with the def2-TZVPD basis set",
  "species": ["C", "C", "C", "N", "O", "O", "H", "H", "H", "H", "H"],
  "xyz": [[-1.23, 0.17, 0.08], [1.35, -0.13, -0.02], [0.12, 0.61, 0.55], [-1.96, -1.23, -1.89], [-1.08, -0.60, -1.18], [-2.28, 0.38, 0.58], [1.58, 0.05, -1.04], [1.11, -1.24, 0.04], [2.13, -0.07, 0.73], [0.03, 1.77, 0.57], [0.24, 0.30, 1.59]],
  "lumo_energy_ev": [-0.34, -0.40],
  "e_homo_ha": [-0.3377, -0.3378],
  "orbital_gap_ev": [8.8, 8.8],
  "de_lowest_ev": 5.317
}


Results for E: -360.3998 -5931.3737 -955.1618 -3163.4810 -1270.1603 -322.3790 (in a.u., following the order of the records).